No. 1
{
  "formula": "C40H48FLuN7O7S",
  "method": "ωB97M-V/def2-TZVPD",
  "orbital_gap_ev": 5.24,
  "total_charge": 1,
  "species": ["H", "H", "H", "H", "H", "C", "C", "C", "C", "H", "C", "N", "H", "H", "C", "N", "N", "C", "H", "H", "F", "C", "N", "C", "H", "H", "H", "C", "C", "C", "C", "H", "C", "C", "O", "H", "H", "Lu", "H", "H", "C", "H", "C", "H", "H", "C", "C", "H", "C", "C", "H", "C", "H", "C", "C", "H", "H", "C", "S", "C", "H", "C", "H", "H", "H", "H", "H", "C", "H", "H", "C", "H", "H", "C", "H", "O", "H", "C", "H", "H", "N", "C", "N", "C", "H", "C", "H", "C", "O", "H", "C", "H", "C", "H", "C", "N", "O", "C", "O", "O", "H", "H", "O", "C", "H"],
  "xyz": [[0.99754, 3.74839, 4.15983], [-2.15508, 1.07611, -3.89630], [-0.80497, -5.61875, -1.42319], [-0.50992, -1.46507, -0.14259], [-2.68382, -5.65076, -4.56537], [3.74878, 3.36483, 1.25045], [-1.77831, -5.02963, -4.56701], [1.16969, 5.87933, 0.63886], [1.05696, -0.13975, 3.54650], [0.98058, 0.18014, -7.71886], [-1.36489, 1.75131, 6.46659], [-1.66370, 1.76445, 0.87898], [-0.34848, -4.05994, 6.59659], [-1.40944, -0.75156, -5.97023], [-0.87051, -3.46807, -2.87939], [0.75719, -0.52228, -4.39483], [-1.42426, -4.72232, -3.21029], [1.70167, -0.83378, 7.03410], [3.65201, 2.40671, 1.75070], [2.95155, 5.19592, -0.37982], [-1.58642, -3.79394, -0.65090], [-2.58485, 1.15700, -1.22232], [1.74772, -0.46822, 4.66246], [0.59159, -2.73603, 7.99607], [1.42407, 5.25988, -2.03338], [1.46507, 3.60568, 6.59772], [-2.02628, -4.12278, -5.11659], [-2.05869, 2.08388, -3.48532], [0.05149, -6.66954, -3.06946], [-2.54338, 1.08397, 0.20947], [-0.28832, -2.64410, -3.82448], [0.95454, -6.06278, -3.14278], [0.42114, 0.16762, -6.79623], [-0.96965, 2.59703, 2.80477], [2.19226, 3.16575, -3.46921], [-0.65819, -0.84217, 4.31178], [-0.81180, 0.06241, 2.87572], [0.28179, 2.82944, 0.21032], [0.71076, 5.78752, 1.62416], [2.64794, -0.02055, 4.72611], [-1.87861, 2.05469, -1.98509], [1.63884, -1.24411, 9.12816], [-0.95090, -3.00862, -1.54951], [0.34180, -2.78353, 4.61744], [0.29910, -3.30991, 8.86441], [1.34218, -1.57811, 8.14319], [-0.44059, -1.80778, -1.16665], [0.25636, -5.19656, -5.33880], [-0.51451, -0.97500, -6.53398], [0.15634, -0.97629, -2.12159], [0.12732, 1.13681, -6.42170], [1.32778, -1.25247, 5.76020], [1.58143, -1.57026, -6.05530], [2.54815, 5.26866, 0.63729], [0.59948, 3.10724, 6.18009], [-4.06735, 0.75883, 1.68434], [0.27527, -7.60762, -2.56397], [0.67522, 0.32603, -1.69215], [1.83038, 0.79051, 2.38049], [-3.54275, 0.20364, 0.90781], [-1.14543, -7.62955, -4.47969], [0.78920, -0.87783, -5.79026], [-0.04734, 2.31315, 8.06488], [2.25999, 0.08606, 7.14799], [-2.49351, 1.36267, 4.67916], [0.42245, -7.53130, -4.94343], [4.42446, 4.00592, 1.82404], [-0.66521, -5.77665, -5.29625], [-2.96232, 2.63256, -3.75834], [-0.94300, -6.10672, -6.29630], [-1.62402, 1.84103, 5.10853], [-0.33645, 5.12485, -2.18921], [-3.28890, 0.50899, -1.72818], [1.27457, 1.12867, -2.71394], [-0.20799, -2.95813, -4.85369], [-0.38854, 3.53064, 2.13104], [1.71630, 1.28238, -4.75986], [0.33992, 3.19974, 4.82049], [-1.20731, 2.58741, -3.94055], [-0.61170, -1.74578, -7.28575], [-1.68905, 1.63989, 2.27366], [0.46756, 5.59955, -1.63522], [-0.21963, -0.55567, 3.44546], [1.28082, 0.65959, -3.98960], [-1.97620, -6.53866, -2.34571], [1.84746, 2.51862, -2.48999], [0.38033, 6.68728, -1.69071], [-1.09318, -5.89421, -2.43256], [2.45866, 3.96488, 1.19508], [1.23192, 6.93567, 0.35916], [-0.24805, 2.38113, 7.00297], [4.13645, 3.22587, 0.23818], [0.22441, -3.15165, 6.72607], [-4.26265, -0.20297, 0.20115], [0.59834, -2.42387, 5.60468], [-0.33013, -7.01058, -4.49253], [-1.04686, 2.92066, -1.51549], [-0.76574, 2.55834, 4.27736], [1.91422, 2.89891, -1.26987], [0.55616, 0.65280, -0.50057], [-3.03442, -0.62162, 1.41130], [-2.03779, 1.19731, 7.10824], [0.30114, 5.19466, -0.26560], [0.20570, -1.37951, -3.45473], [3.22706, 5.88397, 1.24137]],
  "forces_ev_per_angstrom": [[0.005, 0.006, -0.014], [-0.012, -0.020, 0.026], [-0.007, -0.016, -0.008], [-0.002, 0.029, 0.033], [0.021, -0.026, -0.010], [-0.026, -0.040, -0.109], [-0.003, -0.003, -0.143], [0.050, 0.060, -0.020], [-0.212, 0.141, 0.179], [0.007, 0.021, -0.024], [0.002, 0.004, -0.025], [-0.125, -0.251, 0.050], [-0.010, -0.024, 0.014], [-0.038, -0.010, 0.004], [0.078, -0.045, -0.004], [-0.060, -0.048, 0.108], [-0.194, 0.126, 0.141], [-0.041, -0.025, 0.018], [0.022, 0.032, -0.015], [-0.019, 0.041, 0.036], [-0.004, 0.040, 0.066], [-0.010, -0.090, -0.004], [0.097, -0.206, -0.131], [-0.026, -0.024, -0.029], [-0.013, 0.035, -0.002], [0.006, 0.003, 0.008], [0.018, -0.014, 0.029], [-0.114, -0.008, -0.096], [0.054, -0.032, -0.157], [0.043, 0.090, 0.005], [0.031, 0.070, 0.137], [-0.014, -0.008, 0.072], [-0.008, -0.085, 0.031], [-0.192, 0.081, 0.072], [0.048, -0.082, -0.067], [0.014, -0.006, -0.059], [0.000, -0.063, -0.063], [0.200, -0.025, -0.306], [0.046, -0.005, -0.019], [0.012, -0.007, -0.008], [0.094, 0.106, 0.093], [0.003, 0.005, 0.019], [0.002, -0.029, -0.142], [0.020, 0.023, -0.007], [-0.001, -0.013, 0.007], [0.015, 0.018, 0.014], [-0.002, -0.057, -0.064], [-0.047, 0.036, -0.040], [0.083, 0.026, -0.005], [0.049, -0.042, 0.064], [0.003, 0.042, -0.003], [0.041, 0.171, 0.093], [-0.015, 0.005, 0.005], [0.017, 0.051, 0.019], [0.035, 0.018, -0.008], [0.001, 0.026, -0.014], [-0.022, 0.039, 0.060], [0.040, 0.094, 0.130], [0.007, 0.032, -0.100], [0.007, -0.002, 0.052], [0.010, 0.015, 0.017], [0.000, 0.007, -0.082], [0.001, -0.002, 0.002], [0.018, 0.031, -0.011], [-0.028, -0.014, -0.027], [0.004, 0.019, 0.005], [0.008, -0.012, -0.014], [0.100, -0.100, 0.040], [0.001, 0.036, 0.036], [-0.044, 0.058, 0.009], [0.036, 0.042, 0.048], [0.030, 0.012, -0.012], [-0.002, 0.001, -0.012], [-0.021, -0.078, -0.293], [-0.007, 0.017, -0.010], [0.106, 0.094, 0.475], [0.001, 0.007, 0.003], [0.034, 0.002, 0.004], [0.038, -0.009, 0.005], [-0.030, -0.016, -0.016], [-0.063, 0.094, -0.074], [-0.067, 0.017, 0.042], [0.033, 0.085, 0.021], [0.028, 0.150, 0.078], [0.001, -0.017, -0.013], [0.007, 0.061, 0.091], [-0.002, -0.036, -0.019], [0.083, -0.039, 0.034], [-0.152, 0.033, 0.092], [-0.054, -0.046, 0.013], [-0.030, -0.017, 0.068], [0.022, -0.013, 0.001], [-0.016, -0.012, 0.016], [-0.003, 0.004, -0.013], [-0.007, -0.116, 0.018], [-0.045, -0.029, -0.010], [0.114, -0.041, -0.037], [-0.110, -0.031, 0.001], [0.162, 0.031, -0.222], [-0.103, -0.086, -0.096], [0.024, -0.008, 0.011], [0.001, -0.004, 0.022], [-0.003, -0.201, 0.017], [0.011, -0.023, -0.100], [-0.045, -0.032, 0.003]],
  "lowdin_charge": [0.11, 0.07, 0.13, 0.14, 0.14, -0.10, -0.14, -0.17, -0.84, 0.11, -0.08, -0.07, 0.10, 0.11, -0.14, 0.01, -0.09, -0.03, 0.01, 0.13, 0.07, -0.04, 0.06, -0.09, 0.08, 0.10, 0.14, -0.01, -0.07, -0.33, 0.06, 0.14, -0.07, -0.50, 0.05, 0.09, 0.05, 1.75, 0.13, 0.12, -0.46, 0.11, -0.19, 0.11, 0.10, -0.08, 0.10, 0.13, -0.09, -0.04, 0.11, -0.24, 0.15, -0.20, -0.08, 0.08, 0.14, -0.29, 0.73, -0.03, 0.18, -0.26, 0.10, 0.11, 0.11, 0.18, 0.10, -0.08, 0.09, 0.14, -0.05, 0.09, 0.10, -0.02, 0.09, -0.20, 0.15, -0.03, 0.08, 0.10, 0.04, -0.06, 0.12, 0.04, 0.14, -0.60, 0.10, -0.13, -0.29, 0.13, -0.10, 0.10, -0.08, 0.07, -0.04, 0.06, -0.19, -0.16, -0.16, -0.13, 0.07, 0.10, -0.29, -0.11, 0.14]
}

=====

No. 2
{
  "formula": "C31H45O3W",
  "method": "ωB97M-V/def2-TZVPD",
  "spin_multiplicity": 3,
  "orbital_gap_ev": [5.40, 4.90],
  "total_charge": 1,
  "species": ["H", "H", "H", "H", "C", "C", "C", "H", "H", "C", "H", "H", "C", "H", "H", "O", "H", "H", "H", "H", "H", "H", "C", "C", "H", "O", "C", "H", "H", "C", "C", "H", "C", "H", "H", "H", "H", "C", "H", "H", "H", "H", "C", "H", "H", "H", "H", "C", "O", "H", "C", "H", "W", "C", "H", "C", "C", "C", "H", "C", "H", "C", "C", "C", "C", "H", "C", "H", "C", "H", "H", "C", "C", "H", "C", "H", "H", "H", "C", "C"],
  "xyz": [[1.72919, 1.01850, 3.18875], [1.17534, -1.55317, -9.52999], [-1.92433, -3.86339, 4.00961], [-1.82164, -1.25767, 6.70732], [-1.76421, -1.78675, 4.58976], [0.92166, -1.52839, -7.36679], [-2.06063, -0.42585, 1.72370], [0.34954, 1.39850, -7.10623], [4.97363, -0.71395, 1.63453], [1.11807, -0.85186, -8.71521], [-2.26145, -1.42122, 3.68673], [2.02637, -2.77533, 0.67422], [-0.21594, -1.72694, 4.43669], [-3.36681, -1.04334, 5.88902], [1.84090, -1.85641, -6.86371], [0.22933, -1.34133, 2.18357], [-2.89547, -0.52283, -0.29656], [-2.53869, 2.79992, 2.50283], [0.27973, -2.42705, -7.49572], [-2.46035, 0.16207, -2.85361], [-0.94444, -0.44729, -9.12742], [0.24137, -0.49148, -2.50199], [-2.28345, -0.93478, 5.77394], [3.10292, -1.71215, 2.19588], [2.22088, -2.52857, 6.63291], [0.22255, -0.58106, -6.47281], [0.67789, -1.58928, 3.33899], [-3.27881, -3.31010, 5.01503], [-2.88490, 1.60909, -3.83732], [-0.06871, 0.09549, -8.79113], [1.17248, 2.63921, 0.28766], [-1.90250, 3.47247, -1.21665], [-2.63016, 0.09553, 0.54285], [-0.31204, 4.15489, 0.94922], [3.75431, -2.21855, 4.55173], [0.08145, 0.95039, -9.42831], [2.03805, -0.27649, -8.68986], [-0.06950, 1.47341, -3.49782], [-3.30351, 2.13983, 0.00278], [-2.00506, -1.48869, 1.91546], [-3.28952, 1.54276, -2.09423], [3.69774, -2.63861, 2.38865], [-1.19626, 1.85346, -2.54015], [4.58371, -0.69252, 3.36329], [-1.64303, 0.59755, 3.72337], [-1.82037, 3.86000, -2.93469], [3.52562, -2.04153, 0.09701], [1.33038, 1.58581, 2.35496], [-0.63813, 1.06290, -1.47831], [-0.11781, 2.91152, 3.36712], [-1.93962, 0.68178, 2.69463], [0.62998, 2.28851, -3.67931], [-0.52397, 1.17008, 1.30410], [2.64480, -1.87058, 0.74898], [-0.35940, 0.90020, -4.37638], [-0.26453, 0.49959, -7.33309], [-2.55414, 1.25219, -2.85837], [2.06672, -1.77066, 3.35755], [2.62141, 0.97651, 0.60598], [4.14745, -0.59654, 2.36070], [-1.69633, -3.61962, 5.74010], [1.81196, 1.58061, 0.98724], [1.81638, -2.21427, 5.66996], [-2.41664, 1.84820, 2.03397], [0.40361, 0.57051, -2.36775], [1.49487, 3.01629, -0.67210], [0.41798, -2.04720, 5.60941], [-0.30832, -2.23584, 6.40546], [0.23931, 3.25588, 1.15966], [1.36860, 0.81091, -1.95008], [3.70277, 0.39407, 2.24463], [0.36670, 2.63582, 2.45513], [-1.31185, 3.31352, -2.13402], [2.07900, -1.00759, 0.37750], [-2.81558, 1.49339, 0.70629], [-2.05112, 0.11793, 5.62274], [-1.29776, 0.73594, -7.04043], [-0.32795, 3.75977, -1.98110], [2.66368, -2.07832, 4.56589], [-2.20340, -3.23781, 4.85366]],
  "forces_ev_per_angstrom": [[-0.272, -0.328, -0.153], [-0.027, -0.278, -0.266], [-0.026, -0.223, -0.032], [-0.157, 0.176, 0.003], [-0.086, 0.177, -0.299], [-0.786, -0.538, 0.713], [-1.861, 0.809, 0.997], [-0.269, -0.364, -0.099], [-0.468, 0.046, 0.233], [0.311, 0.530, 0.739], [0.129, -0.404, 0.582], [-0.052, 0.397, -0.139], [0.468, -0.384, 1.049], [0.161, 0.005, -0.139], [-0.177, 0.248, -0.193], [-2.193, 2.069, -4.283], [0.192, 0.220, -0.315], [-0.023, 0.409, 0.039], [0.229, 0.462, 0.194], [-0.126, 0.132, -0.230], [-0.231, -0.078, -0.200], [0.384, -0.235, -0.191], [0.235, -0.088, -0.411], [0.217, -0.947, 0.057], [0.086, 0.178, -0.221], [0.280, -0.064, -1.852], [-0.177, 0.454, 0.258], [-0.014, 0.064, -0.053], [-0.179, -0.157, 0.108], [-0.437, -0.507, 0.669], [0.727, -0.214, 0.829], [0.183, -0.304, -0.306], [0.239, 0.619, 0.612], [-0.241, -0.040, -0.067], [-0.641, -0.138, 0.656], [0.085, 0.272, -0.249], [0.237, 0.105, -0.105], [0.174, -0.320, 0.163], [0.237, 0.253, -0.166], [0.687, 0.414, -0.184], [0.130, -0.079, -0.308], [-0.404, 0.467, -0.144], [-1.413, 0.647, 0.235], [-0.025, 0.407, -0.266], [0.002, -0.005, 0.133], [0.135, 0.048, 0.063], [-0.370, 0.234, 0.349], [1.011, 0.833, -0.291], [0.815, -0.305, 0.910], [-0.079, 0.356, 0.288], [-2.172, -1.654, 0.447], [-0.153, -0.082, -0.401], [2.275, -4.396, -4.316], [-0.069, -0.342, -0.169], [0.087, 0.413, -0.204], [0.565, 0.476, 0.951], [0.013, 0.207, -0.167], [1.758, 0.223, 0.692], [-0.305, -0.128, -0.064], [0.038, -0.207, 0.208], [-0.090, -0.091, -0.029], [-0.324, 1.075, 0.525], [0.201, -0.387, 1.202], [-1.471, -0.074, 0.141], [-0.311, -0.068, 0.508], [-0.511, -0.365, -0.213], [0.566, -0.279, -0.035], [1.316, -0.088, 0.420], [0.471, 0.532, 0.265], [0.491, -0.255, 0.028], [0.255, -0.037, 0.145], [1.368, 1.119, 1.009], [-0.098, 0.207, -0.239], [0.055, -0.380, 0.015], [-0.187, -0.440, 0.503], [-0.012, 0.149, 0.215], [0.194, -0.213, -0.233], [-0.021, 0.029, -0.049], [-0.871, -0.122, 0.469], [0.316, 0.148, -0.339]],
  "lowdin_charge": [0.13, 0.11, 0.09, 0.07, -0.36, -0.18, -0.16, 0.12, 0.09, -0.17, 0.08, 0.09, -0.10, 0.09, 0.12, -0.08, 0.13, 0.13, 0.12, 0.10, 0.11, 0.13, -0.06, -0.35, 0.11, -0.18, -0.36, 0.08, 0.10, -0.17, -0.11, 0.07, -0.08, 0.13, 0.12, 0.11, 0.11, -0.04, 0.11, 0.12, 0.07, 0.14, -0.57, 0.08, 0.11, 0.10, 0.09, -0.18, -0.20, 0.13, -0.25, 0.13, 1.64, -0.08, 0.11, -0.21, 0.00, -0.12, 0.10, -0.06, 0.08, -0.12, -0.04, -0.20, -0.12, 0.13, -0.05, 0.10, -0.17, 0.10, 0.05, -0.25, -0.01, 0.04, -0.11, 0.07, 0.11, 0.08, -0.04, -0.05]
}

=====

F_max readings, ordered: 0.0096 0.1277 hartree/bohr
ΔE to the lowest compared entry with this formula, charge and spin readings, ordered: 0.000 2.993 eV
Calculated total energy readings, ordered: -4196.5971 -1500.5798 hartree